Run 1
Formula: C3H9O4
Source: OMol25
Level of theory: wB97M-V/def2-TZVPD

Positions of all 16 atoms, in Å:
O 0.852 -1.926 0.613
C 0.197 -0.944 0.003
O -0.167 0.050 1.088
C 0.887 -0.145 -1.015
C 0.121 0.893 -1.682
H 1.453 -0.686 -1.771
H -0.803 -1.246 -0.356
H -0.160 0.719 -2.722
H -0.819 1.097 -1.167
H 0.745 1.815 -1.606
H 0.492 -2.025 1.579
H -0.619 -2.947 3.468
O -0.101 -2.407 2.876
H -1.274 3.834 0.184
H 0.231 0.883 0.820
O -1.035 3.036 -0.311

Summary:
Net charge = -1
M = 109.101 g mol⁻¹
LUMO level = -0.0044 Eh
HOMO-LUMO gap = 3.6 eV
Highest occupied orbital energy = -3.75 eV

Run 2
Formula: C3H9O4
Source: OMol25
Level of theory: wB97M-V/def2-TZVPD

Positions of all 16 atoms, in Å:
O -1.200 0.936 -0.471
C -0.045 0.526 -0.184
O 0.356 -0.034 0.829
C 1.203 0.999 -1.177
C 2.168 2.128 -0.587
H 1.732 0.022 -1.332
H 0.752 1.313 -2.150
H 1.454 2.993 -0.501
H 2.564 1.724 0.448
H 2.841 2.499 -1.283
H -1.731 -0.920 0.375
H -2.683 -0.942 -0.719
O -2.416 -1.486 -0.104
H 0.045 -1.542 1.017
H 0.619 -2.463 2.301
O 0.066 -2.492 1.437

Summary:
Net charge = -1
M = 109.101 g mol⁻¹
LUMO level = 0.1465 Eh
HOMO-LUMO gap = 8.8 eV
Highest occupied orbital energy = -4.85 eV

According to the calculations, the structures order from most to least stable as run 2, run 1.